A) A structure of composition C6H11NS. Source: OMol25; level of theory: ωB97M-V with the def2-TZVPD basis set.

Properties
M: 129.2 g/mol
HOMO-LUMO gap (alpha / beta): 7.01 / 7.01 eV
multiplicity: 1

```
19
C6H11NS (ωB97M-V with the def2-TZVPD basis set)
H -0.145 0.143 -3.166
C 0.178 0.551 1.007
C 0.088 2.200 2.092
C 0.148 0.730 2.504
H -1.136 -2.695 -1.063
S 0.439 -0.911 -1.267
H 0.356 -1.515 0.959
H 1.312 1.017 -2.390
H -1.853 -1.256 -1.857
C 0.413 0.403 -2.272
H -0.793 0.518 2.983
H -0.751 -2.113 -2.850
H -0.853 2.755 2.306
H 0.994 0.298 3.077
N -0.033 1.833 0.686
C -0.977 -1.886 -1.810
H 0.876 2.835 2.257
C 0.131 -0.704 0.413
H 1.605 -2.207 -1.607
```

=====

B) An isolated molecule of C6H11NS. Source: OMol25; level of theory: ωB97M-V with the def2-TZVPD basis set.

Properties
M: 129.2 g/mol
HOMO-LUMO gap: 8.61 eV
multiplicity: 1
SMILES: CNC[C@H]1CCC1=S

```
19
C6H11NS (ωB97M-V with the def2-TZVPD basis set)
H -0.906 -0.197 -3.560
H -0.116 1.954 -0.785
C -0.458 -0.979 1.309
H -0.375 -1.460 0.241
H -1.347 -1.165 1.867
H 0.953 -2.392 1.861
S 2.911 0.078 0.651
H 0.141 0.945 2.075
C 0.878 -1.272 2.069
H 0.684 -1.110 3.204
C -0.546 0.943 -0.184
C -0.757 0.638 -2.718
H -1.536 1.200 -0.033
H 0.897 0.086 -1.423
C 0.162 0.416 1.057
C 1.474 -0.173 1.189
H -0.044 1.532 -3.060
H -1.782 0.942 -2.332
N -0.233 0.015 -1.427
```

=====

Most stable = B)

=====

A) An isolated molecule of C2H2N2O2S. Source: OMol25; level of theory: ωB97M-V with the def2-TZVPD basis set.

Properties
M: 118.1 g/mol
HOMO-LUMO gap: 8.23 eV
multiplicity: 1
SMILES: O=[N+]([O-])N=C=CS

```
9
C2H2N2O2S (ωB97M-V with the def2-TZVPD basis set)
O -4.190 -0.794 0.119
N -3.564 0.151 -0.187
C 0.120 -0.508 0.620
S 1.143 0.576 -0.258
N -2.288 0.084 0.285
H 0.471 -1.274 1.232
H 0.244 0.639 -1.241
O -3.930 1.159 -0.754
C -1.184 -0.273 0.609
```

=====

B) A cluster of 2 separate species, C2H2N2O2S in total. Source: OMol25; level of theory: ωB97M-V with the def2-TZVPD basis set.

Properties
M: 118.1 g/mol
HOMO-LUMO gap: 9.14 eV
multiplicity: 1

```
9
C2H2N2O2S (ωB97M-V with the def2-TZVPD basis set)
H 3.065 -1.011 1.000
N -1.702 -0.080 -1.392
S 2.982 -0.508 -0.400
O -0.761 -0.831 0.582
O 0.325 2.179 0.923
C 1.749 0.617 -0.097
N 1.165 1.482 0.457
H -2.623 0.442 -1.468
C -1.304 -0.404 -0.299
```

=====

Most stable = B)